Entry 1:
A cluster of 8 separate species, C5H27N2O8 in total at a distorted geometry. Source: OMol25; level of theory: ωB97M-V/def2-TZVPD.

DFT total energy	-24978.169	eV
total charge	+1
Kohn-Sham gap	10.6651	eV

Last column: natural (NBO) charge in e.
Element x y z (Å)
O -1.400 -1.842 -3.238  -0.96
O 2.363 2.476 0.584  -0.94
O 2.791 -1.211 0.592  -0.97
O -2.177 -0.114 4.018  -0.94
O 1.308 3.201 -2.042  -0.95
O -0.360 1.623 0.773  -0.68
O -0.791 2.350 3.457  -0.97
O 2.536 -3.270 -1.929  -0.93
N 1.109 0.416 -1.084  -0.72
N -1.767 -0.153 0.958  -0.59
C -0.431 0.156 -1.069  -0.13
C -0.950 1.099 -2.161  -0.63
C -0.863 0.603 0.314  0.67
C -1.856 -1.597 0.743  -0.23
C -0.808 -2.399 1.557  -0.61
H -0.504 -0.891 -1.318  0.25
H -2.815 -1.976 1.085  0.23
H -1.328 -0.237 3.571  0.45
H 0.884 3.781 -2.681  0.49
H -1.792 -1.884 -0.290  0.21
H 1.799 2.019 1.220  0.48
H 2.656 -2.046 1.057  0.50
H 1.727 3.905 -1.538  0.48
H -0.708 2.106 -1.868  0.24
H -2.009 -1.347 -3.767  0.48
H -1.642 -2.767 -3.346  0.49
H -2.217 0.148 1.821  0.45
H 1.775 -3.852 -1.976  0.48
H -2.008 0.817 4.245  0.50
H 1.561 0.025 -0.248  0.47
H 2.308 -2.374 -2.164  0.46
H -0.604 -1.931 2.512  0.21
H 3.595 -0.857 0.996  0.50
H -1.138 -3.421 1.692  0.24
H 0.130 -2.445 0.991  0.19
H -2.012 0.943 -2.297  0.24
H -0.653 2.611 2.533  0.50
H -0.381 1.010 -3.088  0.23
H 1.192 1.444 -1.051  0.49
H 1.891 3.312 0.502  0.47
H 1.519 0.057 -1.937  0.42
H 0.067 2.512 3.867  0.48

Entry 2:
A cluster of 2 separate species, C6H12NO2P in total at a distorted geometry. Source: OMol25; level of theory: ωB97M-V/def2-TZVPD.

DFT total energy	-21283.824	eV
Kohn-Sham gap	8.0270	eV

Last column: natural (NBO) charge in e.
Element x y z (Å)
P -2.626 -0.263 0.342  0.32
O 0.436 -2.347 1.346  -0.71
O -1.865 2.423 -0.732  -0.52
N -0.954 1.849 -0.136  0.10
C -0.669 -0.309 -1.970  -0.53
C 1.144 1.409 0.825  -0.45
C 0.276 0.143 1.020  -0.30
C -0.994 0.404 0.126  -0.14
C 0.963 -1.157 0.741  -0.06
C 0.231 2.309 0.144  -0.02
H -2.650 -1.615 -0.226  0.00
H -3.224 0.200 -0.809  0.01
H 1.962 -1.052 1.207  0.17
H 0.316 -2.196 2.233  0.46
H 1.380 1.894 1.911  0.22
H 0.900 -1.313 -0.356  0.20
H -0.115 0.100 2.125  0.22
H 2.181 1.264 0.555  0.24
H 0.605 3.255 -0.228  0.22
H 0.468 -0.102 -2.003  0.20
H -0.814 -1.287 -1.753  0.17
H -1.394 0.024 -2.640  0.21

Entry 3:
An isolated molecule of C2H3N3. Source: OMol25; level of theory: ωB97M-V/def2-TZVPD.

structure (SMILES)	[H]/N=N/C=C=N
DFT total energy	-6589.760	eV
Kohn-Sham gap	9.6768	eV

Last column: natural (NBO) charge in e.
Element x y z (Å)
N 0.127 1.546 0.992  -0.57
N -0.477 -1.014 -0.702  -0.11
N -0.423 0.052 -1.348  -0.39
C 0.201 0.333 1.028  0.46
C 0.002 -0.916 0.639  -0.34
H -0.821 -0.138 -2.272  0.32
H 0.910 2.005 0.529  0.40
H 0.161 -1.823 1.200  0.24

Entry 4:
A cluster of 2 separate species, C4H9S in total. Source: OMol25; level of theory: ωB97M-V/def2-TZVPD.

DFT total energy	-15129.262	eV
total charge	-1
Kohn-Sham gap	6.7898	eV

Last column: natural (NBO) charge in e.
Element x y z (Å)
S -1.513 0.618 -1.879  -1.07
C 1.775 0.250 -0.712  -0.65
C -1.261 -0.543 1.439  -0.65
C -0.099 0.256 0.926  -0.16
C 0.985 -0.339 0.410  -0.20
H 2.860 0.128 -0.585  0.17
H -1.844 -0.099 2.253  0.19
H 1.498 1.285 -0.896  0.23
H 1.558 -0.257 -1.656  0.24
H 1.197 -1.364 0.705  0.17
H -0.951 -1.543 1.748  0.19
H -1.956 0.923 -3.084  0.08
H -0.296 1.304 0.732  0.21
H -1.954 -0.620 0.600  0.26

Entry 5:
A cluster of 6 separate species, C17H21F5O16S in total at a distorted geometry. Source: OMol25; level of theory: ωB97M-V/def2-TZVPD.

DFT total energy	-75151.496	eV
Kohn-Sham gap	9.7231	eV

Last column: natural (NBO) charge in e.
Element x y z (Å)
S 13.299 10.398 13.736  1.23
F 11.029 4.966 11.512  -0.33
F 15.724 11.983 10.979  -0.34
F 10.824 16.038 16.180  -0.33
F 10.085 10.303 13.675  -0.34
F 9.415 6.023 6.738  -0.36
O 10.223 8.674 9.840  -0.62
O 14.272 9.449 10.331  -0.53
O 10.743 10.152 11.498  -0.51
O 8.643 9.970 10.903  -0.48
O 10.395 6.693 12.804  -0.51
O 5.538 6.754 5.379  -0.54
O 8.728 13.693 13.053  -0.57
O 13.006 11.863 14.015  -1.02
O 9.433 14.534 14.979  -0.49
O 10.746 14.696 13.145  -0.50
O 11.091 6.897 14.997  -0.58
O 7.664 7.050 5.637  -0.49
O 16.100 10.364 9.438  -0.50
O 16.015 8.096 9.598  -0.52
O 6.355 6.958 7.447  -0.48
O 12.529 6.963 13.249  -0.50
C 6.404 6.887 6.114  0.97
C 11.308 6.841 13.812  0.98
C 7.687 7.028 7.971  -0.13
C 9.895 9.515 10.659  0.99
C 12.899 9.630 15.276  -0.83
C 11.069 6.319 11.565  0.41
C 15.549 9.156 9.704  0.99
C 10.762 14.865 15.443  0.44
C 11.623 15.037 14.159  -0.13
C 8.721 10.994 11.886  -0.15
C 8.556 7.151 6.707  0.43
C 9.533 14.255 13.648  0.99
C 15.083 10.209 13.799  -0.84
C 13.953 10.822 10.046  -0.16
C 15.290 11.460 9.785  0.43
C 10.068 10.903 12.475  0.43
C 12.433 6.812 11.823  -0.15
H 10.504 6.836 10.772  0.21
H 13.451 10.113 16.050  0.23
H 15.465 9.221 13.981  0.24
H 15.484 10.450 12.808  0.25
H 12.654 7.852 11.475  0.23
H 7.845 10.925 12.631  0.25
H 11.962 16.057 14.040  0.20
H 10.643 11.832 12.656  0.20
H 8.714 11.951 11.292  0.23
H 11.802 9.675 15.381  0.26
H 13.248 6.171 11.554  0.23
H 15.483 10.868 14.587  0.24
H 9.124 8.075 6.577  0.17
H 15.409 12.205 8.964  0.19
H 12.516 14.383 14.163  0.23
H 13.129 11.041 9.388  0.21
H 8.013 6.092 8.389  0.21
H 13.501 11.103 11.036  0.23
H 7.805 7.832 8.649  0.21
H 11.115 14.052 16.005  0.16
H 13.222 8.606 15.307  0.25

Entry 6:
A structure of composition C23H36N5OPS2Sr. Source: OMol25; level of theory: ωB97M-V/def2-TZVPD.

DFT total energy	-65731.244	eV
Kohn-Sham gap	5.6571	eV

Last column: natural (NBO) charge in e.
Element x y z (Å)
Sr -0.501 -0.330 0.739  1.69
S 0.784 2.158 1.455  -0.54
S -0.402 -0.004 -1.856  -1.59
P 1.779 -2.574 0.960  0.74
O -2.303 4.044 7.294  -0.62
N -1.608 2.686 5.626  -0.64
N 1.021 2.554 -1.185  -0.62
N -0.080 3.637 7.165  -0.66
N 2.782 3.262 0.122  -0.61
N -0.634 0.027 3.354  -0.52
C 2.297 3.268 7.115  -0.25
C 2.441 -3.063 -0.682  -0.70
C 0.249 -0.650 4.085  0.01
C -1.377 3.489 6.736  0.79
C -0.053 0.795 5.964  -0.18
C -1.204 1.096 3.897  0.03
C 1.565 2.696 -0.005  0.38
C 1.183 3.787 5.053  -0.26
C 2.957 -1.912 -1.535  -0.64
C 1.399 -4.205 1.729  -0.70
C 2.528 -5.228 1.795  -0.62
C 0.556 -0.303 5.387  -0.23
C 1.741 2.854 -2.416  -0.23
C -0.948 1.532 5.196  0.13
C 3.238 2.710 -2.196  -0.42
C 3.568 3.346 5.060  -0.03
C 3.591 -0.570 1.827  -0.62
C 1.127 3.571 6.423  0.21
C 3.638 3.579 -1.014  -0.21
C 3.293 -2.063 1.885  -0.71
C 3.501 3.170 6.440  -0.20
C 4.869 3.195 4.321  -0.63
C 2.393 3.655 4.388  -0.18
H 0.262 1.788 -1.292  0.44
H 3.153 -2.373 2.927  0.22
H 1.014 -3.998 2.732  0.22
H 3.730 -0.222 0.802  0.21
H 0.159 1.075 6.986  0.24
H 3.123 3.350 1.061  0.41
H 2.257 3.100 8.185  0.21
H 3.795 3.009 -3.084  0.22
H 1.268 -0.893 5.948  0.23
H 5.236 2.168 4.373  0.22
H 4.503 -0.337 2.382  0.21
H 3.837 -1.451 -1.077  0.18
H 3.394 -4.840 2.334  0.20
H 2.781 0.029 2.247  0.22
H 3.237 -3.798 -0.523  0.21
H 0.724 -1.506 3.616  0.19
H 3.468 1.663 -1.986  0.22
H 5.644 3.841 4.737  0.22
H 3.543 4.637 -1.278  0.19
H 2.206 -6.136 2.306  0.22
H 2.191 -1.146 -1.689  0.27
H 1.357 2.152 -3.157  0.26
H 3.263 -2.286 -2.514  0.22
H 4.672 3.400 -0.718  0.20
H 2.862 -5.517 0.799  0.21
H 4.143 -2.644 1.513  0.22
H -2.542 2.827 5.274  0.42
H -1.893 1.665 3.279  0.20
H -0.046 4.131 8.042  0.42
H 2.401 3.792 3.314  0.22
H 0.551 -4.614 1.172  0.23
H 1.502 3.871 -2.741  0.19
H 4.751 3.452 3.269  0.21
H 1.629 -3.584 -1.198  0.24
H 0.294 4.039 4.493  0.23
H 4.401 2.936 6.997  0.21

Entry 7:
An isolated molecule of C4H9N at a distorted geometry. Source: OMol25; level of theory: ωB97M-V/def2-TZVPD.

structure (SMILES)	NC1CCC1
DFT total energy	-5783.089	eV
Kohn-Sham gap	10.3492	eV

Last column: natural (NBO) charge in e.
Element x y z (Å)
N -1.946 0.171 0.053  -0.82
C 0.478 1.117 0.093  -0.41
C -0.600 0.101 -0.357  -0.04
C 1.482 -0.024 -0.056  -0.40
C 0.355 -1.006 0.085  -0.42
H 1.886 -0.092 -1.074  0.20
H 0.340 -1.969 -0.426  0.20
H 0.152 -1.248 1.144  0.19
H -0.743 0.179 -1.443  0.18
H -2.504 -0.562 -0.406  0.36
H 0.305 1.407 1.139  0.20
H 0.611 2.063 -0.480  0.21
H 2.254 -0.120 0.690  0.21
H -2.070 -0.016 1.038  0.34

Entry 8:
A structure of composition C31H47FGaN3O4P. Source: OMol25; level of theory: ωB97M-V/def2-TZVPD.

DFT total energy	-109954.028	eV
total charge	+1
Kohn-Sham gap	8.7971	eV

Last column: natural (NBO) charge in e.
Element x y z (Å)
Ga 0.005 0.170 -0.443  2.00
P -2.215 0.978 0.364  2.61
F 0.292 1.982 -1.769  -0.35
O -3.228 2.152 0.343  -0.84
O -1.870 0.391 -1.028  -1.19
O -0.813 1.306 0.910  -1.16
O -2.780 -0.080 1.357  -0.84
N 1.858 0.416 -0.403  -0.93
N 0.644 -2.610 0.301  -0.33
N -0.243 -1.863 -0.415  -0.48
C 3.703 3.661 -0.277  -0.17
C -4.315 2.499 -1.840  -0.64
C 3.553 -1.279 -2.269  -0.26
C 2.209 -1.416 -2.987  -0.59
C 2.118 0.259 2.454  -0.27
C 1.468 -4.920 0.628  -0.66
C -4.421 4.171 0.027  -0.63
C 4.304 -0.028 -2.747  -0.60
C -3.702 -2.237 1.666  -0.62
C 0.588 -3.904 -0.014  0.25
C 2.817 4.473 -0.973  -0.22
C 2.919 -0.631 1.514  0.05
C 3.433 2.317 -0.053  -0.25
C 1.421 2.597 -1.253  0.38
C -0.384 -4.021 -0.989  -0.34
C 4.391 -2.294 -0.164  -0.24
C 0.996 -0.531 3.144  -0.60
C -2.271 3.807 -1.209  -0.65
C 3.538 -1.359 -0.747  0.09
C -0.873 -2.737 -1.227  0.25
C 2.794 -0.532 0.116  0.05
C -3.548 3.163 -0.704  0.30
C 2.250 1.752 -0.528  0.09
C 4.505 -2.423 1.212  -0.19
C -4.894 -0.625 0.168  -0.66
C 1.646 3.925 -1.485  -0.27
C -1.938 -2.371 -2.208  -0.67
C 3.016 0.925 3.503  -0.60
C -4.074 -0.781 1.442  0.29
C -4.804 -0.199 2.638  -0.63
C 3.773 -1.596 2.044  -0.26
H 2.443 1.663 4.066  0.22
H -2.031 -1.299 -2.320  0.26
H -3.151 -2.622 0.804  0.21
H -5.167 3.647 0.625  0.22
H -5.750 -1.299 0.206  0.24
H 1.288 -2.171 0.944  0.45
H -1.717 -2.818 -3.176  0.24
H -3.073 -2.333 2.553  0.22
H 0.547 0.069 3.938  0.23
H 1.649 1.049 1.876  0.23
H 3.863 1.434 3.039  0.21
H 1.614 -0.505 -2.922  0.20
H 5.317 -0.005 -2.342  0.22
H -3.823 4.798 0.690  0.22
H -5.310 2.189 -1.515  0.22
H -2.900 -2.767 -1.877  0.24
H -1.702 3.113 -1.826  0.22
H 1.847 -4.562 1.585  0.24
H -5.269 0.393 0.070  0.22
H 2.324 -5.131 -0.014  0.25
H -3.773 1.631 -2.218  0.23
H 4.147 1.694 0.468  0.23
H -4.429 3.215 -2.654  0.23
H -5.756 -0.716 2.767  0.22
H 0.190 -0.790 2.449  0.20
H -4.298 -0.874 -0.716  0.22
H 4.372 -0.027 -3.838  0.22
H 3.035 5.522 -1.123  0.23
H -4.213 -0.316 3.547  0.23
H 3.879 -1.691 3.119  0.22
H -4.999 0.864 2.482  0.22
H 1.382 -1.449 3.595  0.20
H -2.534 4.671 -1.819  0.23
H -0.693 -4.925 -1.490  0.25
H 0.923 -5.849 0.781  0.25
H -4.936 4.805 -0.695  0.23
H 4.142 -2.139 -2.592  0.21
H 4.983 -2.936 -0.808  0.22
H 3.408 0.195 4.216  0.20
H 1.631 -2.254 -2.593  0.20
H 2.387 -1.604 -4.048  0.22
H 4.628 4.081 0.099  0.23
H 0.938 4.513 -2.058  0.24
H -1.649 4.143 -0.375  0.23
H 3.794 0.887 -2.439  0.21
H 5.176 -3.162 1.635  0.23
H -4.602 -2.836 1.807  0.23

What did the third record say?
An isolated molecule of C2H3N3. Source: OMol25; level of theory: ωB97M-V/def2-TZVPD.

structure (SMILES)	[H]/N=N/C=C=N
DFT total energy	-6589.760	eV
Kohn-Sham gap	9.6768	eV

Last column: natural (NBO) charge in e.
Element x y z (Å)
N 0.127 1.546 0.992  -0.57
N -0.477 -1.014 -0.702  -0.11
N -0.423 0.052 -1.348  -0.39
C 0.201 0.333 1.028  0.46
C 0.002 -0.916 0.639  -0.34
H -0.821 -0.138 -2.272  0.32
H 0.910 2.005 0.529  0.40
H 0.161 -1.823 1.200  0.24